# 1
Below is an isolated ion of composition C19H39BrN3 and charge +1, with properties calculated with ωB97M-V/def2-TZVPD.

maximum force = 1.18 eV/A
calculated total energy = -94842.545 eV
E_LUMO = -3.6540 eV
HOMO energy = -12.531 eV
structure (SMILES) = CCCCCCCCCCCCCCCCN1C(N)=[NH+]C[C@@H]1Br
total charge = +1

Each line ends with the Mulliken charge.
Positions of all 62 atoms, in Å:
C (4.240, 4.149, -0.296)  -1.248
C (3.255, 3.315, -1.132)  -0.457
C (1.837, 3.191, -0.538)  -1.085
C (1.542, 1.793, 0.003)  0.783
C (2.399, 1.450, 1.221)  -0.749
C (2.023, 0.125, 1.907)  -0.029
C (3.075, -0.969, 1.713)  -0.845
C (2.635, -2.388, 2.071)  -1.139
C (1.382, -2.940, 1.396)  -0.774
C (1.461, -3.097, -0.124)  -0.640
C (1.218, -1.818, -0.931)  0.667
C (0.683, -2.093, -2.333)  -1.298
C (-0.781, -2.561, -2.417)  -1.158
C (-1.741, -1.928, -1.410)  -0.300
C (-2.191, -0.511, -1.785)  0.156
C (-3.603, -0.200, -1.324)  -1.380
N (-3.660, 0.122, 0.134)  0.281
C (-4.852, -0.025, 0.752)  0.335
N (-5.472, -1.163, 0.894)  -0.248
N (-5.367, 1.113, 1.379)  -0.458
C (-4.103, 1.785, 1.773)  -0.726
C (-3.084, 1.383, 0.685)  -0.006
Br (-2.809, 2.780, -0.608)  -0.015
H (4.436, 5.121, -0.748)  0.346
H (3.855, 4.325, 0.709)  0.332
H (5.200, 3.647, -0.183)  0.294
H (3.669, 2.310, -1.252)  0.288
H (3.190, 3.730, -2.138)  0.456
H (1.096, 3.446, -1.297)  0.296
H (1.720, 3.911, 0.277)  0.460
H (1.739, 1.066, -0.791)  0.047
H (0.484, 1.725, 0.286)  -0.377
H (3.442, 1.382, 0.897)  0.254
H (2.358, 2.282, 1.928)  0.388
H (1.916, 0.301, 2.981)  0.500
H (1.044, -0.211, 1.555)  -0.297
H (3.924, -0.725, 2.358)  0.499
H (3.466, -0.936, 0.691)  0.378
H (3.462, -3.065, 1.837)  0.325
H (2.504, -2.446, 3.156)  0.421
H (1.210, -3.932, 1.823)  0.405
H (0.501, -2.345, 1.662)  0.222
H (0.713, -3.838, -0.423)  0.348
H (2.430, -3.519, -0.402)  0.407
H (0.553, -1.152, -0.374)  -0.479
H (2.152, -1.265, -1.040)  0.527
H (0.837, -1.213, -2.963)  0.404
H (1.298, -2.882, -2.773)  0.389
H (-1.143, -2.323, -3.421)  0.467
H (-0.838, -3.645, -2.319)  0.373
H (-1.296, -1.917, -0.412)  0.029
H (-2.621, -2.577, -1.331)  0.542
H (-1.504, 0.223, -1.361)  -0.156
H (-2.164, -0.383, -2.868)  0.467
H (-4.073, 0.612, -1.879)  0.307
H (-4.215, -1.093, -1.463)  0.672
H (-6.275, -1.209, 1.508)  0.309
H (-5.208, -1.988, 0.370)  0.247
H (-5.785, 1.677, 0.635)  0.341
H (-3.780, 1.403, 2.740)  0.324
H (-4.251, 2.855, 1.850)  0.429
H (-2.133, 1.136, 1.144)  0.148

---

# 2
Below is C19H40CoNOP3 as an isolated structure, with properties calculated with ωB97M-V/def2-TZVPD.

maximum force = 5.23 eV/A
ΔE to the lowest compared entry with this formula, charge and spin = 201.9 kJ/mol
calculated total energy = -89351.436 eV
E_LUMO (alpha / beta) = -10.4690 / -12.9436 eV
multiplicity = 5
HOMO energy (alpha / beta) = -15.948 / -15.758 eV
total charge = +3

Each line ends with the Löwdin spin population.
Positions of all 65 atoms, in Å:
Co (-0.465, 1.222, 0.165)  2.056
P (-1.132, 2.969, 1.158)  0.077
P (-1.967, -0.244, 0.264)  0.169
P (1.016, 1.764, -1.183)  0.190
H (-2.607, -1.740, -3.200)  -0.001
C (-1.894, -1.319, -3.910)  0.040
C (-0.607, -1.787, -3.979)  0.416
H (-0.239, -2.522, -3.269)  0.019
C (-2.688, 3.478, 0.344)  0.027
C (-1.595, 2.885, 2.920)  0.026
C (-0.092, 4.461, 1.051)  0.020
C (-1.457, -1.809, -0.513)  0.029
C (-2.301, -0.725, 2.004)  0.047
C (-3.607, 0.038, -0.454)  0.033
C (1.462, 0.414, -2.314)  0.047
C (2.593, 2.174, -0.339)  0.048
C (0.715, 3.181, -2.294)  0.035
H (-2.337, -0.852, -4.791)  0.004
H (0.024, -1.490, -4.818)  0.016
H (-2.594, 3.434, -0.750)  0.001
H (-2.913, 4.512, 0.638)  0.004
H (-3.516, 2.833, 0.658)  0.000
H (-1.688, 3.903, 3.317)  0.004
H (-0.807, 2.356, 3.469)  0.001
H (-2.541, 2.343, 3.037)  0.000
H (-0.430, 5.161, 1.828)  0.002
H (-0.185, 4.934, 0.066)  0.000
H (0.958, 4.209, 1.236)  0.000
H (-2.268, -2.538, -0.395)  0.006
H (-0.555, -2.201, -0.031)  0.000
H (-1.262, -1.663, -1.581)  0.003
H (-2.970, -1.594, 2.025)  0.010
H (-2.774, 0.104, 2.545)  0.000
H (-1.363, -0.987, 2.511)  0.000
H (-4.209, -0.876, -0.352)  0.008
H (-3.475, 0.271, -1.520)  0.000
H (-4.120, 0.865, 0.048)  0.000
H (2.075, 0.819, -3.130)  0.008
H (0.557, -0.040, -2.740)  0.009
H (2.033, -0.357, -1.778)  0.000
H (3.398, 2.241, -1.081)  0.010
H (2.837, 1.391, 0.390)  0.000
H (2.506, 3.130, 0.188)  0.000
H (1.323, 3.065, -3.200)  0.008
H (0.981, 4.119, -1.792)  0.000
H (-0.342, 3.211, -2.589)  0.002
C (-1.967, 1.490, -3.645)  0.022
C (-2.787, 2.559, -3.174)  0.049
C (-2.759, 3.783, -3.821)  -0.001
C (-1.959, 3.959, -4.956)  0.045
C (-1.244, 2.884, -5.494)  -0.002
C (-1.255, 1.645, -4.868)  0.039
O (-1.863, 0.399, -2.931)  0.350
H (0.087, 1.790, 1.459)  0.037
H (-3.440, 2.353, -2.330)  0.001
H (-3.386, 4.595, -3.448)  0.000
H (-1.915, 4.931, -5.445)  0.002
H (-0.685, 3.010, -6.423)  -0.001
H (-0.738, 0.773, -5.268)  0.003
C (2.338, -2.011, 1.941)  0.003
C (1.483, -1.011, 1.370)  0.019
N (0.796, -0.165, 0.955)  0.058
H (3.199, -2.190, 1.282)  0.001
H (1.789, -2.955, 2.070)  0.000
H (2.706, -1.681, 2.923)  0.001

---

# 3
Below is C19H40FeP2 as an isolated structure, with properties calculated with ωB97M-V/def2-TZVPD.

maximum force = 3.18 eV/A
ΔE to the lowest compared entry with this formula, charge and spin = 0.0 kJ/mol
calculated total energy = -73306.284 eV
E_LUMO (alpha / beta) = 0.4512 / 0.3440 eV
multiplicity = 5
HOMO energy (alpha / beta) = -3.775 / -5.938 eV
total charge = 0

Each line ends with the Löwdin spin population.
Positions of all 62 atoms, in Å:
P (0.403, 1.986, -1.136)  0.195
P (0.027, -0.630, 1.911)  0.100
C (0.072, 0.181, -0.980)  0.028
C (-0.648, -0.525, 0.189)  0.019
H (0.987, -0.375, -1.282)  0.000
H (-0.632, 0.099, -1.825)  0.014
H (-1.728, -0.268, 0.214)  0.001
H (-0.576, -1.596, -0.047)  0.005
C (1.235, -2.007, 1.832)  0.020
H (1.749, -2.088, 2.816)  0.002
H (1.981, -1.772, 1.065)  0.002
H (0.732, -2.955, 1.565)  0.003
C (-1.466, -1.206, 2.804)  0.033
H (-1.540, -2.301, 2.744)  0.006
H (-2.383, -0.769, 2.363)  0.001
H (-1.425, -0.890, 3.879)  0.002
C (1.581, 1.993, -2.525)  0.073
H (2.102, 2.984, -2.596)  0.003
H (1.040, 1.787, -3.460)  0.022
H (2.362, 1.223, -2.396)  0.002
C (-1.193, 2.654, -1.716)  0.017
H (-1.974, 2.401, -0.982)  0.001
H (-1.433, 2.178, -2.684)  0.006
H (-1.126, 3.755, -1.815)  0.002
Fe (0.607, 1.382, 1.034)  3.078
C (-1.795, -3.100, -1.004)  0.002
C (-0.541, -3.600, -0.987)  0.001
C (0.196, -4.072, -2.192)  0.000
C (0.061, -3.147, -3.451)  0.001
C (-0.327, -1.705, -3.249)  0.007
C (-1.584, -1.215, -3.344)  0.001
C (-2.832, -2.031, -3.202)  0.000
C (-2.770, -3.175, -2.134)  0.000
C (1.162, 3.311, 0.536)  0.212
H (-2.268, -2.759, -0.080)  0.001
H (-0.024, -3.869, -0.062)  0.001
H (-0.161, -5.080, -2.506)  0.000
H (1.271, -4.181, -1.934)  0.000
H (1.095, -3.112, -3.910)  0.000
H (-0.648, -3.638, -4.162)  0.000
H (0.548, -1.045, -3.169)  0.001
H (-1.810, -0.197, -3.699)  0.002
H (-3.109, -2.528, -4.163)  0.000
H (-3.678, -1.340, -2.961)  0.000
H (-3.775, -3.141, -1.650)  0.000
H (-2.653, -4.135, -2.667)  0.000
H (0.568, 3.929, 1.239)  0.029
H (1.044, 3.788, -0.457)  0.011
H (2.229, 3.371, 0.788)  0.009
C (3.020, 3.041, 3.578)  0.003
C (1.600, 2.679, 4.005)  0.006
C (0.668, 3.894, 4.078)  0.004
C (0.997, 1.541, 3.154)  0.046
H (3.012, 3.599, 2.633)  0.003
H (3.639, 2.139, 3.483)  0.000
H (3.505, 3.671, 4.342)  0.000
H (1.668, 2.258, 5.018)  0.001
H (0.691, 4.433, 3.117)  0.004
H (-0.362, 3.581, 4.308)  0.000
H (0.981, 4.588, 4.878)  0.000
H (-0.025, 1.353, 3.552)  0.006
H (1.656, 0.656, 3.304)  0.014

---

# 4
Below is a 3-piece molecular cluster, C19H40N4O7 overall, with properties calculated with ωB97M-V/def2-TZVPD.

maximum force = 2.06 eV/A
calculated total energy = -40639.533 eV
E_LUMO = -0.4597 eV
HOMO energy = -8.296 eV
structure (SMILES) = N#CO[C@H]1C[NH2+]C[C@H](C(=O)[O-])C1.COCCNCCOC.COCCNCCOC
total charge = 0

Each line ends with the Mulliken charge.
Positions of all 70 atoms, in Å:
N (0.136, -2.086, 1.954)  -0.618
C (-0.016, -2.757, 1.016)  0.760
O (-0.083, -3.473, -0.036)  -0.485
C (1.153, -3.314, -0.830)  0.445
C (2.087, -4.499, -0.648)  -1.208
N (1.877, -5.616, -1.628)  -0.027
C (0.778, -5.370, -2.589)  -1.263
C (1.045, -4.064, -3.300)  0.323
C (2.496, -4.055, -3.819)  0.240
O (3.328, -3.473, -3.074)  -0.683
O (2.768, -4.632, -4.857)  -0.708
C (0.859, -2.922, -2.279)  -0.840
H (1.678, -2.474, -0.384)  0.289
H (1.904, -4.898, 0.352)  0.518
H (3.127, -4.206, -0.659)  0.378
H (1.663, -6.456, -1.094)  0.422
H (2.767, -5.818, -2.089)  0.407
H (-0.188, -5.403, -2.086)  0.387
H (0.782, -6.203, -3.291)  0.502
H (0.353, -4.019, -4.136)  0.501
H (-0.200, -2.650, -2.322)  0.250
H (1.388, -2.019, -2.542)  0.365
C (1.811, 5.658, 3.588)  -0.717
O (0.764, 4.819, 3.137)  -0.359
C (0.905, 4.409, 1.782)  -0.991
C (1.152, 2.916, 1.699)  0.284
N (2.477, 2.571, 2.196)  -0.376
C (2.681, 1.131, 2.345)  -0.669
C (1.834, 0.395, 3.379)  -0.354
O (2.122, 0.756, 4.720)  -0.461
C (1.405, 1.873, 5.210)  -0.573
H (1.553, 6.000, 4.589)  0.240
H (2.762, 5.118, 3.640)  0.302
H (1.920, 6.532, 2.939)  0.349
H (1.688, 4.971, 1.267)  0.445
H (-0.045, 4.632, 1.285)  0.326
H (1.073, 2.596, 0.657)  0.102
H (0.366, 2.414, 2.278)  0.208
H (2.615, 3.012, 3.096)  0.176
H (3.731, 0.989, 2.614)  0.347
H (2.537, 0.657, 1.369)  0.343
H (2.086, -0.665, 3.299)  0.332
H (0.761, 0.466, 3.176)  0.330
H (0.414, 1.956, 4.757)  0.258
H (1.964, 2.799, 5.048)  0.195
H (1.285, 1.748, 6.287)  0.299
C (-5.583, 0.004, -1.890)  -0.708
O (-4.970, 1.259, -2.118)  -0.342
C (-4.738, 2.005, -0.928)  -0.829
C (-3.252, 2.147, -0.669)  -0.216
N (-2.665, 0.869, -0.280)  -0.299
C (-1.205, 0.878, -0.236)  0.196
C (-0.460, 1.086, -1.552)  -0.728
O (-0.613, 0.019, -2.472)  -0.268
C (-1.744, 0.111, -3.323)  -0.797
H (-5.814, -0.433, -2.860)  0.244
H (-4.913, -0.677, -1.353)  0.288
H (-6.515, 0.118, -1.329)  0.346
H (-5.251, 1.567, -0.068)  0.426
H (-5.159, 3.002, -1.092)  0.385
H (-3.094, 2.872, 0.135)  0.353
H (-2.792, 2.541, -1.585)  0.194
H (-2.960, 0.162, -0.941)  0.090
H (-0.898, -0.089, 0.172)  -0.075
H (-0.881, 1.635, 0.480)  0.052
H (0.608, 1.117, -1.314)  0.440
H (-0.693, 2.047, -2.024)  0.342
H (-2.008, 1.147, -3.546)  0.364
H (-2.604, -0.404, -2.885)  0.231
H (-1.500, -0.395, -4.258)  0.322